a.
The following is a DFT calculation (ωB97M-V/def2-TZVPD) of 2 unconnected molecules or ions with the total composition C4H13ClN2Si.

Summary:
total charge: 0
HOMO-LUMO gap: 8.49 eV
E_LUMO: 0.38 eV
structure (SMILES): C/N=[Si](\C)Cl.CNC

Positions of all 21 atoms, in Å:
C: 2.0380 -2.1023 -2.0654
C: -1.6865 1.5966 1.3174
C: -1.7443 0.6661 -1.0486
C: 1.1108 -0.7862 1.9916
N: 1.2538 -0.9888 -1.4182
N: -1.5011 1.7530 -0.1145
Si: 1.3529 -0.3612 0.0716
Cl: 2.1559 1.5207 0.2043
H: 1.9035 -2.9472 -1.4064
H: 1.5289 -2.3863 -3.0126
H: 3.0463 -1.9666 -2.0458
H: -2.2192 2.4820 1.4700
H: -2.4027 0.7688 1.4835
H: -0.8115 1.5867 1.8448
H: -1.9836 0.9692 -1.9918
H: -0.8659 -0.0490 -1.0140
H: -2.7224 0.0293 -0.6630
H: 0.9950 0.1010 2.6644
H: 0.2167 -1.3909 2.2237
H: 2.0889 -1.2401 2.1512
H: -1.7535 2.7453 -0.6422

Partial atomic charges computed with the Löwdin method, in multiples of e: -0.212, -0.136, -0.169, -0.228, -0.264, -0.241, 0.258, 0.298, 0.042, 0.075, 0.018, 0.058, 0.091, 0.016, 0.029, 0.011, 0.117, 0.024, 0.025, 0.006, 0.180



b.
The following is a DFT calculation (ωB97M-V/def2-TZVPD) of a molecular structure, C4H13ClN2Si.

Summary:
total charge: 0
HOMO-LUMO gap: 9.63 eV
E_LUMO: 0.56 eV

Positions of all 21 atoms, in Å:
C: 1.6756 -0.1310 -1.5297
C: -1.8930 -0.7059 -0.0347
C: 0.8804 -1.7098 1.2108
C: 0.7072 0.7136 -0.8111
N: 0.3567 1.8188 -1.3127
N: -0.3982 0.7884 1.9039
Si: -0.1630 -0.2607 0.6302
Cl: -1.7937 2.6231 0.1495
H: 2.0269 0.1911 -2.6144
H: 2.5656 0.0495 -0.9859
H: 1.3300 -1.1901 -1.6109
H: -2.7162 -0.9199 0.6860
H: -2.2167 0.1573 -0.5716
H: -1.8718 -1.5460 -0.8043
H: 1.4468 -1.4855 2.0745
H: 0.0282 -2.4906 1.4582
H: 1.3621 -2.2549 0.4247
H: -0.5846 2.4414 -0.6039
H: 0.7897 1.8783 -2.1666
H: -1.0456 1.5667 1.6390
H: -0.4862 0.4661 2.8689

Partial atomic charges computed with the Löwdin method, in multiples of e: -0.100, -0.198, -0.163, -0.374, 0.071, -0.119, 0.401, 0.256, 0.126, 0.074, 0.086, 0.046, -0.047, 0.043, 0.009, 0.079, 0.003, -0.195, 0.058, -0.101, 0.046



The winner here is b, beating the second structure by 2.700 eV.



a.
The following is a DFT calculation (ωB97M-V/def2-TZVPD) of a gas-phase ion, C5H12N2 (charge +1).

Summary:
total charge: +1
HOMO-LUMO gap (spin up / spin down): 9.63 / 7.62 eV
E_LUMO (spin up / spin down): -5.43 / -7.44 eV
multiplicity: 2

Positions of all 19 atoms, in Å:
C: -1.7662 -1.0645 0.8999
C: -1.4386 -0.5205 -0.4868
C: -1.0050 0.9413 -0.4959
C: 0.3813 1.2292 0.0579
N: 1.3542 0.3141 -0.6099
C: 2.5144 0.0694 -0.0484
N: 3.0803 -1.1347 -0.2049
H: -1.0044 -0.9680 1.6702
H: -2.6965 -0.6370 1.2713
H: -1.9180 -2.1457 0.8907
H: -2.4312 -0.5137 -0.9570
H: -0.9249 -1.1977 -1.1722
H: -1.7751 1.4989 0.0344
H: -0.9988 1.3030 -1.5297
H: 0.6329 2.2768 -0.1213
H: 0.4962 1.0003 1.1160
H: 1.2294 0.2339 -1.6168
H: 3.0719 0.8068 0.5442
H: 3.1982 -1.4918 0.7583

Partial atomic charges computed with the Löwdin method, in multiples of e: -0.102, -0.266, -0.191, -0.135, 0.093, -0.132, 0.283, 0.063, 0.084, 0.080, 0.115, 0.105, 0.131, 0.121, 0.137, 0.124, 0.188, 0.173, 0.130



b.
The following is a DFT calculation (ωB97M-V/def2-TZVPD) of 2 unconnected molecules or ions with the total composition C5H12N2.

Summary:
total charge: +1
HOMO-LUMO gap (spin up / spin down): 9.22 / 5.15 eV
E_LUMO (spin up / spin down): -4.21 / -8.23 eV
multiplicity: 2

Positions of all 19 atoms, in Å:
C: -1.6424 -1.6500 2.3411
C: -0.3917 -1.2864 1.9076
N: 0.7312 -1.1141 2.7092
H: -1.8395 -1.7071 3.4159
H: -2.4520 -1.8577 1.6031
H: -0.1159 -1.0721 0.8715
H: 0.6030 -1.3618 3.7142
H: 1.1860 -0.1871 2.6645
C: 1.7672 0.8337 -2.4302
C: 0.2540 0.9801 -2.3059
C: -1.1050 0.8545 -0.4042
N: -0.2177 0.2571 -1.1353
H: 2.1450 1.4833 -3.2346
H: 2.2831 1.1742 -1.5373
H: 2.1137 -0.1771 -2.6318
H: -0.1931 0.5437 -3.1820
H: -0.0456 2.0642 -2.2506
H: -1.4486 1.9054 -0.5203
H: -1.6317 0.3172 0.4051

Partial atomic charges computed with the Löwdin method, in multiples of e: 0.197, -0.126, 0.200, 0.105, 0.122, 0.097, 0.148, 0.159, -0.101, -0.296, -0.046, -0.038, 0.081, 0.063, 0.072, 0.111, 0.122, 0.092, 0.037



The winner here is a, beating the second structure by 0.157 eV.



a.
The following is a DFT calculation (ωB97M-V/def2-TZVPD) of a single C3H4N4O2 molecule.

Summary:
total charge: 0
HOMO-LUMO gap: 9.21 eV
E_LUMO: 0.25 eV
structure (SMILES): N#C/C=C\N/N=[N+](/[O-])O

Positions of all 13 atoms, in Å:
C: 0.4168 1.2405 0.1135
C: 0.6464 -0.0123 0.4901
C: -0.8843 1.7724 0.2670
N: -1.9021 2.2636 0.4033
N: -0.2475 -0.9301 0.7337
N: -1.5300 -0.6352 1.0899
N: -2.2427 -0.4160 0.0918
O: -3.4510 -0.2901 0.0250
O: -1.5756 -0.5341 -1.2237
H: 1.2251 1.9799 -0.1441
H: 1.7121 -0.4860 0.6733
H: -2.0760 0.0870 -1.8804
H: 0.0673 -1.7268 1.1504

Partial atomic charges computed with the Löwdin method, in multiples of e: -0.108, -0.181, -0.301, 0.168, -0.023, 0.128, -0.343, 0.065, 0.013, 0.124, 0.176, 0.173, 0.110



b.
The following is a DFT calculation (ωB97M-V/def2-TZVPD) of a single C3H4N4O2 molecule.

Summary:
total charge: 0
HOMO-LUMO gap (spin up / spin down): 8.21 / 8.20 eV
E_LUMO (spin up / spin down): -0.13 / -0.13 eV
structure (SMILES): Nc1[nH]nc(N=O)c1O

Positions of all 13 atoms, in Å:
C: 0.0590 -0.7474 0.2182
C: -1.3059 -0.7311 -0.2191
C: 0.4266 0.5716 0.1904
N: -1.6381 0.4827 -0.6086
N: -1.9617 -1.9213 -0.5185
N: -0.5828 1.2736 -0.3926
N: 1.6494 1.1155 0.3336
O: -3.1472 -1.9259 -0.6821
O: 0.8491 -1.6904 0.8511
H: -0.3105 2.2855 -0.6787
H: 2.3817 0.6836 0.9051
H: 1.8696 2.0906 0.0321
H: 1.7107 -1.4870 0.5691

Partial atomic charges computed with the Löwdin method, in multiples of e: -0.195, -0.289, -0.351, 0.093, -0.001, 0.030, 0.118, 0.020, 0.071, 0.210, 0.109, 0.121, 0.062



The winner here is b, beating the second structure by 2.229 eV.



a.
The following is a DFT calculation (ωB97M-V/def2-TZVPD) of a molecular structure, C2H7IN3.

Summary:
total charge: +1
HOMO-LUMO gap: 6.61 eV
E_LUMO: -5.55 eV

Positions of all 13 atoms, in Å:
C: 2.4793 1.3855 0.1712
C: -1.2720 -1.6051 0.4782
N: -0.7677 -0.4846 0.1242
N: -2.5271 -2.1173 0.3677
N: 1.7864 2.0588 -0.6542
I: -2.0378 0.8609 -0.7858
H: 2.5990 1.6278 1.2897
H: 3.3868 0.8219 -0.1775
H: -0.6675 -2.4551 0.9294
H: -3.2795 -1.5183 0.0152
H: -2.6986 -3.0410 0.1447
H: 1.1490 2.7490 -0.2705
H: 1.8498 1.7176 -1.6322

Partial atomic charges computed with the Löwdin method, in multiples of e: 0.129, -0.493, -0.489, 0.073, 0.194, 0.710, 0.158, 0.141, 0.143, 0.040, 0.071, 0.146, 0.177



b.
The following is a DFT calculation (ωB97M-V/def2-TZVPD) of 2 unconnected molecules or ions with the total composition C2H7IN3.

Summary:
total charge: +1
HOMO-LUMO gap: 9.51 eV
E_LUMO: -3.49 eV

Positions of all 13 atoms, in Å:
C: 0.1528 -0.9927 0.3685
C: -1.3266 2.8807 -0.9069
N: 0.9849 -0.0357 -0.0328
N: 0.5101 -2.2562 0.5714
N: -0.1950 2.3956 -0.6638
I: -2.0688 4.8766 -0.9331
H: -0.9296 -0.6175 0.2371
H: -2.1954 2.1696 -0.9420
H: 1.9406 -0.1461 -0.2646
H: -0.0304 -3.0791 0.8696
H: 1.5045 -2.6107 0.5494
H: 0.5388 3.0557 -0.4594
H: 0.5283 0.8875 -0.2983

Partial atomic charges computed with the Löwdin method, in multiples of e: -0.165, -0.723, 0.154, 0.150, -0.019, 0.816, 0.188, 0.051, 0.119, 0.145, 0.164, 0.068, 0.051



The winner here is b, beating the second structure by 1.694 eV.



a.
The following is a DFT calculation (ωB97M-V/def2-TZVPD) of a molecular structure, C2H7IN3.

Summary:
total charge: +1
HOMO-LUMO gap: 9.04 eV
E_LUMO: -4.83 eV

Positions of all 13 atoms, in Å:
C: -0.7538 1.2052 0.2745
C: 0.7701 -0.6539 -0.0728
N: 0.0079 -0.0228 0.7359
N: 1.3371 -1.8166 -0.0122
N: -1.3364 1.0316 -0.9723
I: 0.0181 -0.6110 2.7183
H: -1.4982 1.6020 1.1054
H: 0.1214 1.9782 0.2756
H: 1.0425 -0.1815 -1.0401
H: 1.1428 -2.5030 0.6995
H: 2.1034 -2.1444 -0.6657
H: -2.2851 1.0292 -1.3183
H: -0.6699 1.0870 -1.7277

Partial atomic charges computed with the Löwdin method, in multiples of e: -0.315, -0.343, -0.481, 0.155, 0.035, 1.012, 0.154, 0.155, 0.169, 0.087, 0.178, 0.110, 0.083



b.
The following is a DFT calculation (ωB97M-V/def2-TZVPD) of a molecular structure, C2H7IN3.

Summary:
total charge: +1
HOMO-LUMO gap: 8.68 eV
E_LUMO: -4.91 eV

Positions of all 13 atoms, in Å:
C: 0.6816 -1.2754 0.2391
C: 0.2023 1.3151 0.1135
N: -0.4163 0.2028 0.1417
N: -0.2326 2.5026 -0.1977
N: 0.0510 -2.2985 -0.2252
I: -2.5638 -0.1554 0.0595
H: 1.4215 -0.7816 -0.3763
H: 1.0521 -1.2102 1.3261
H: 1.2621 1.3510 0.3925
H: -1.1860 2.7673 -0.4724
H: 0.2951 3.2746 -0.0948
H: 0.0049 -2.7479 -1.1882
H: -0.5718 -2.9442 0.2822

Partial atomic charges computed with the Löwdin method, in multiples of e: -0.195, -0.360, -0.390, 0.173, 0.028, 0.820, 0.108, 0.160, 0.165, 0.127, 0.076, 0.167, 0.121



The winner here is a, beating the second structure by 0.392 eV.



a.
The following is a DFT calculation (ωB97M-V/def2-TZVPD) of a single C5H3F molecule.

Summary:
total charge: 0
HOMO-LUMO gap: 10.11 eV
E_LUMO: -0.20 eV
structure (SMILES): C#CC(F)C#C

Positions of all 9 atoms, in Å:
C: -0.3425 -0.8572 0.2184
C: -1.2003 0.2619 0.0716
C: -1.7495 1.3024 -0.1550
C: 0.9768 -0.4361 -0.1521
C: 2.1725 0.1164 -0.2093
H: -0.0330 -1.3058 1.2480
H: -1.8093 2.5462 -0.5217
H: 3.1232 0.4627 -0.1624
F: -1.1379 -2.0905 -0.3376

Partial atomic charges computed with the Löwdin method, in multiples of e: -0.294, -0.144, 0.096, -0.059, 0.192, 0.182, 0.159, -0.014, -0.119



b.
The following is a DFT calculation (ωB97M-V/def2-TZVPD) of a single C5H3F molecule.

Summary:
total charge: 0
HOMO-LUMO gap: 8.85 eV
E_LUMO: -0.09 eV

Positions of all 9 atoms, in Å:
C: -0.8277 0.5038 -0.1189
C: -1.9095 -0.0249 0.0863
C: 1.0931 -0.5866 0.2468
C: 0.5985 0.7326 -0.3093
C: 0.3513 -0.4910 -1.1054
F: -3.1304 -0.2198 0.4001
H: 2.2070 -0.6418 0.1264
H: 0.6772 -0.9689 1.0551
H: 0.9407 1.6965 -0.3811

Partial atomic charges computed with the Löwdin method, in multiples of e: -0.082, -0.024, -0.135, -0.274, 0.082, 0.170, 0.119, 0.036, 0.107



The winner here is a, beating the second structure by 1.273 eV.